The following is a quantum chemistry calculation of a cluster of 2 separate species, C6H15Cl2NSi2 in total at a distorted geometry, from OMol25.

As for the frontier orbital gap: 8.1 eV. As for the total energy: -48756.081 eV. Its spin multiplicity is 1.

Structure (XYZ):
```
26
C6H15Cl2NSi2 ωB97M-V with the def2-TZVPD basis set
Cl -0.867 -1.488 1.022
Cl 3.535 1.205 -0.035
Si -1.331 0.237 0.211
Si 2.270 -0.292 0.192
N 0.106 0.999 0.456
C 1.273 -2.348 -1.399
C 0.244 2.349 -0.004
C -2.740 1.140 1.096
C 2.109 -1.142 1.841
C -2.086 -0.178 -1.482
C 2.117 -1.309 -1.393
H 1.300 -1.883 1.979
H -0.550 2.864 0.349
H 0.859 -2.944 -0.627
H -3.667 0.633 1.295
H 2.905 -1.667 2.241
H 0.931 -2.840 -2.405
H -1.413 -0.794 -2.128
H 0.230 2.547 -1.150
H -2.237 0.720 -2.165
H 2.343 -0.945 -2.287
H 2.061 -0.551 2.720
H 1.191 2.896 0.246
H -2.962 2.127 0.563
H -3.104 -0.750 -1.287
H -2.516 1.414 2.150
```

Here are the natural (NBO) charges for atoms 1 to 4, given in e:
1 Cl -0.41
2 Cl -0.33
3 Si 1.79
4 Si 1.68

---

The following is a quantum chemistry calculation of a cluster of 2 separate species, C6H15ClNO in total at a distorted geometry, from OMol25.

As for the frontier orbital gap: 6.2 eV. Its energy above the lowest of the compared OMol25 structures with the same formula, charge and spin is 265.3 kJ/mol. The charge is +1. As for the total energy: -22515.808 eV. Its spin multiplicity is 1.

Structure (XYZ):
```
24
C6H15ClNO ωB97M-V with the def2-TZVPD basis set
Cl 1.791 0.859 -1.019
O 1.644 0.715 1.509
N -1.330 1.000 -0.010
C 1.839 0.071 0.430
C -1.512 1.102 -1.473
C -1.307 -0.396 0.534
C 2.207 -1.409 0.546
C -2.098 1.859 0.799
C 2.103 -2.194 -0.750
H 1.410 -1.913 1.137
H -1.944 1.325 1.752
H 2.879 -1.924 -1.475
H 1.337 1.644 1.437
H -2.363 -0.714 0.246
H -1.577 2.811 0.787
H -2.169 1.976 -1.694
H -0.611 1.294 -2.040
H -3.073 1.936 0.542
H 2.305 -3.231 -0.527
H 1.171 -2.131 -1.212
H -1.093 -0.611 1.563
H -1.951 0.275 -1.946
H 3.101 -1.442 1.112
H -0.758 -0.901 -0.246
```

Here are the natural (NBO) charges for atoms 1 to 4, given in e:
1 Cl 0.25
2 O -0.54
3 N -0.48
4 C 0.58

---

The following is a quantum chemistry calculation of a cluster of 2 separate species, C6H15ClNOP in total at a distorted geometry, from OMol25.

As for the frontier orbital gap (spin up / spin down): 7.9 / 7.9 eV. Its energy above the lowest of the compared OMol25 structures with the same formula, charge and spin is 200.1 kJ/mol. As for the total energy: -31813.319 eV. Its spin multiplicity is 1.

Structure (XYZ):
```
25
C6H15ClNOP ωB97M-V with the def2-TZVPD basis set
Cl 2.992 1.720 -0.533
P 0.791 -0.112 0.746
O 0.520 -0.038 2.196
N -0.382 0.511 -0.218
C 1.301 -1.812 -1.406
C -2.896 1.150 0.090
C -1.387 1.428 0.334
C -1.016 2.786 0.012
C 1.756 -1.609 0.043
C 1.531 -2.837 0.914
H 0.004 3.190 0.323
H 0.811 -2.795 -1.504
H -3.188 1.478 -0.901
H -1.249 1.220 1.410
H 0.004 0.664 -1.198
H -3.562 1.851 0.558
H -3.130 0.168 0.287
H 1.597 -2.389 1.842
H 0.581 -3.375 0.748
H 2.276 -3.631 0.868
H 0.603 -1.092 -1.844
H -1.150 2.880 -1.139
H 2.738 -1.220 -0.021
H 2.116 -1.726 -2.143
H -1.661 3.589 0.534
```

Here are the natural (NBO) charges for atoms 1 to 4, given in e:
1 Cl -0.75
2 P 2.12
3 O -1.00
4 N -0.96